Run P
A single H4OP2 molecule. Source: OMol25; level of theory: the ωB97M-V functional and the def2-TZVPD basis.

The HOMO energy is -7.8 eV. The HOMO-LUMO gap comes out at 0.2896 Eh. The LUMO energy is 0.121 eV. Its charge is 0. Its SMILES is O1P[PH3]1.

Last column: natural (NBO) charge in e.
Positions of all 7 atoms, in Å:
P (1.0781, 0.9201, -1.2341)  0.195
P (-0.0298, -0.3480, 0.4934)  1.051
O (0.1674, -0.7099, -1.0047)  -1.024
H (0.8251, -0.8475, 1.6017)  0.015
H (-0.9159, 0.7020, 0.7524)  -0.022
H (-1.0132, -1.3581, 0.7357)  -0.133
H (-0.1116, 1.6413, -1.3444)  -0.082



Run Q
A single H4OP2 molecule. Source: OMol25; level of theory: the ωB97M-V functional and the def2-TZVPD basis.

The HOMO energy (alpha / beta) is -9.0 / -9.0 eV. The HOMO-LUMO gap (alpha / beta) comes out at 0.3081 / 0.3082 Eh. The LUMO energy (alpha / beta) is -0.598 / -0.596 eV. Its charge is 0. Its SMILES is O=[PH2]P.

Last column: natural (NBO) charge in e.
Positions of all 7 atoms, in Å:
P (0.3235, 0.6105, 0.8637)  0.605
P (0.6444, -0.4689, -1.0598)  0.071
O (0.4323, 2.5685, 0.0216)  -0.798
H (1.3724, 0.8539, 1.6849)  0.019
H (2.0289, -0.6114, -0.9863)  0.014
H (0.7378, 0.8057, -1.6599)  0.078
H (-0.5712, 0.1024, 1.7980)  0.012



It comes down to run P, which is 2.253 eV more stable than the next structure.



Run P
2 unconnected molecules or ions with the total composition CH2N2S2. Source: OMol25; level of theory: the ωB97M-V functional and the def2-TZVPD basis.

The HOMO energy (alpha / beta) is -8.4 / -8.4 eV. The HOMO-LUMO gap (alpha / beta) comes out at 0.2735 / 0.2734 Eh. The LUMO energy (alpha / beta) is -1.007 / -1.008 eV. Its charge is 0. Its SMILES is N=C=S.N=S.

Last column: natural (NBO) charge in e.
Positions of all 7 atoms, in Å:
S (-2.9118, 1.3509, -0.3058)  0.399
S (2.7619, -0.0328, -0.7164)  0.085
N (0.7340, -0.6489, 1.0406)  -0.692
N (-1.8794, 0.5928, -1.1395)  -0.743
C (1.5513, -0.3753, 0.1688)  0.195
H (-0.9818, 0.5008, -0.6957)  0.343
H (0.7257, -1.3875, 1.6480)  0.413



Run Q
2 unconnected molecules or ions with the total composition CH2N2S2. Source: OMol25; level of theory: the ωB97M-V functional and the def2-TZVPD basis.

The HOMO energy (alpha / beta) is -9.6 / -10.0 eV. The HOMO-LUMO gap (alpha / beta) comes out at 0.2718 / 0.2780 Eh. The LUMO energy (alpha / beta) is -2.178 / -2.415 eV. Its charge is 0.

Last column: natural (NBO) charge in e.
Positions of all 7 atoms, in Å:
S (0.3518, -0.3925, 1.6905)  -0.154
S (-0.2360, 0.4138, -1.8262)  0.457
N (-1.1489, -0.0987, -0.5659)  -0.589
N (-3.2526, 0.7336, 0.2799)  -0.295
C (-2.2319, 0.4354, -0.1458)  0.350
H (-0.0165, 0.6231, 2.7123)  0.136
H (0.4723, -0.6195, -1.8776)  0.095



Run R
2 unconnected molecules or ions with the total composition CH2N2S2. Source: OMol25; level of theory: the ωB97M-V functional and the def2-TZVPD basis.

The HOMO energy is -8.3 eV. The HOMO-LUMO gap comes out at 0.2602 Eh. The LUMO energy is -1.202 eV. Its charge is 0. Its SMILES is S=NS.C#N.

Last column: natural (NBO) charge in e.
Positions of all 7 atoms, in Å:
S (-0.4217, -0.1668, 2.5239)  0.192
S (1.5270, -0.8829, 0.5471)  0.536
N (0.2363, -1.0217, 1.2953)  -0.797
N (-0.7737, 2.1414, -0.6383)  -0.291
C (-1.0196, 1.2652, -1.3233)  0.064
H (1.4371, -1.9078, -0.2907)  0.071
H (-0.9853, 0.5726, -2.1140)  0.225



It comes down to run P, which is 0.804 eV more stable than the next structure.